Entry 1:
Molecular formula: C19H27N3O6
Method: DFT, wB97M-V/def2-TZVPD

```
55
Properties=species:S:1:pos:R:3:forces:R:3
C 0.318 5.018 0.225 0.1 0.3 -0.2
O -0.497 1.309 2.658 0.0 0.1 0.1
C -0.139 -0.710 -0.249 0.0 0.0 0.1
C 1.635 -0.791 2.769 0.1 -0.2 -0.1
H -3.065 -2.297 -4.000 -0.1 0.0 -0.1
H 1.730 1.893 2.158 0.0 0.0 0.0
C -0.706 0.796 1.585 -0.5 -0.1 0.0
H -1.751 -3.524 -0.264 0.0 0.0 0.0
H -0.769 4.229 -1.429 0.0 0.1 0.2
H 1.147 -1.767 2.721 -0.1 0.0 0.0
O 0.724 -1.256 -0.886 0.1 -0.1 -0.1
H -2.978 -1.803 -1.556 0.2 0.0 0.0
H 2.166 1.719 0.449 0.0 0.0 0.0
O -3.650 -0.296 -0.133 -0.1 0.1 0.0
N 0.176 -0.004 0.920 0.4 -0.1 0.2
H 4.191 2.060 1.873 0.1 0.0 -0.1
C -1.974 -4.194 -2.309 0.3 0.0 0.0
H -1.678 5.394 -0.442 0.2 -0.1 0.0
H -1.947 -4.460 -4.449 0.1 0.0 0.0
C 2.239 1.255 1.436 0.2 -0.1 -0.2
H 1.114 -0.181 3.507 0.0 -0.1 0.0
C -1.452 2.177 -0.197 -0.5 0.0 0.3
H -2.739 1.500 1.434 0.2 -0.2 0.0
C -1.974 -2.348 -4.008 0.3 0.0 0.0
H -1.632 -5.209 -2.096 -0.1 0.0 0.0
O 0.688 4.245 1.247 0.0 -0.5 0.5
C 3.701 1.084 1.840 -0.1 0.2 0.2
C -0.986 4.548 -0.404 0.1 0.0 -0.1
C 1.563 -0.113 1.402 0.2 0.1 0.2
H -3.065 -4.189 -2.258 -0.1 -0.1 0.0
O -0.973 1.902 -1.272 0.2 0.0 -0.3
H -0.322 -3.275 -1.283 0.0 0.0 0.0
H 4.216 0.477 1.092 0.1 0.0 -0.1
C -1.411 -3.236 -1.262 -0.2 0.0 0.0
C -1.529 -3.776 -3.708 -0.3 0.0 0.0
H -1.745 -0.366 -3.161 0.0 0.0 0.0
H -1.631 -2.052 -5.001 -0.1 0.0 0.0
H 3.604 -1.606 2.461 0.1 -0.1 0.0
H 2.075 -0.741 0.665 -0.1 0.2 0.2
N -1.482 -0.847 -0.550 -0.3 -0.4 -0.2
C -1.884 -1.820 -1.580 0.2 -0.2 -0.2
H -0.322 -1.402 -2.998 0.0 0.0 0.0
C -2.472 -0.081 0.012 0.1 0.2 0.2
H -0.441 -3.834 -3.772 0.1 0.0 0.0
H 4.844 0.277 3.480 0.0 0.0 0.1
H 3.154 -1.420 4.158 0.0 -0.1 0.0
O 0.941 5.972 -0.145 0.0 0.1 -0.1
C -1.955 1.100 0.789 0.0 0.2 -0.1
H 3.323 1.038 3.955 0.0 0.1 0.1
N -1.579 3.429 0.284 -0.2 0.4 0.1
H -1.814 3.559 1.257 0.0 -0.2 -0.1
C -1.411 -1.387 -2.966 -0.3 0.0 -0.1
H 1.528 4.547 1.626 -0.1 0.2 -0.2
C 3.797 0.405 3.202 0.2 -0.2 -0.2
C 3.098 -0.951 3.174 -0.1 0.2 0.2
```
Positions in Å, forces in eV/Å.

Results
SMILES string: O=C(O)CNC(=O)C1C(=O)N(C2CCCCC2)C(=O)N(C2CCCCC2)C1=O
E_tot (a.u.): -1356.0530
Energy above the lowest of the compared OMol25 structures with the same formula, charge and spin (kJ/mol): 0.0
HOMO-LUMO gap (eV): 10.37
LUMO level (eV): 0.4
HOMO level (eV): -9.92



Entry 2:
Molecular formula: C19H27N3O7S
Method: DFT, wB97M-V/def2-TZVPD

```
57
Properties=species:S:1:pos:R:3:forces:R:3
O -1.855 1.350 1.963 0.3 0.0 0.2
C -0.245 1.345 -4.786 -0.1 -0.1 0.4
C 2.150 1.987 0.622 0.3 -0.3 -0.4
H -1.295 -0.526 5.076 0.0 0.0 -0.1
H -0.983 -2.858 -2.022 0.0 -0.1 -0.1
H 3.943 0.879 0.257 -0.2 0.0 0.1
O 1.448 -2.182 -2.274 -0.3 0.2 0.0
C 0.077 -1.643 3.840 0.0 0.3 0.0
C -1.547 -3.160 3.125 -0.3 0.0 -0.1
O -0.274 1.335 -2.317 0.1 0.1 0.2
C -1.062 2.494 -2.094 -0.2 0.3 0.1
H 0.796 1.661 -4.758 0.1 0.0 0.0
C 2.838 -2.057 -2.076 0.6 -0.2 -0.1
H 0.868 -1.552 4.586 0.0 0.1 -0.1
C -0.672 -2.155 -1.266 0.3 0.1 0.1
O 4.428 -0.400 -1.444 0.1 -0.2 -0.1
H -1.684 0.386 -3.482 0.1 0.0 0.0
H 1.481 1.748 -1.298 0.1 -0.1 0.1
H 3.219 -2.938 -1.532 -0.1 0.2 -0.1
N 2.421 -0.324 -0.399 0.0 0.4 0.0
C -1.560 -1.658 -0.331 -0.1 0.0 0.0
C -0.610 0.624 -3.490 0.0 -0.1 -0.3
S -2.268 -0.005 1.752 -0.1 -0.2 0.2
H 3.298 -2.047 -3.067 0.0 0.1 0.2
H -2.127 2.225 -2.157 0.1 0.0 -0.1
H -0.848 3.243 -2.871 -0.1 -0.1 0.0
C 1.105 -0.795 -0.325 -0.4 -0.4 0.0
H 0.821 4.070 0.370 0.0 0.0 -0.2
H 0.983 4.172 -1.403 0.0 0.1 0.1
C 2.910 0.658 0.549 0.2 0.2 0.3
C 3.307 -0.835 -1.303 0.0 -0.1 -0.3
N 1.580 2.390 -0.524 0.0 -0.1 -0.3
H 2.926 0.231 1.558 -0.1 0.1 -0.1
H -1.410 3.968 -0.600 -0.1 0.0 0.0
C -1.109 -0.744 0.599 -0.5 0.4 0.3
C 0.690 3.527 -0.568 -0.3 0.2 0.1
O -0.485 -2.925 4.024 0.0 -0.1 0.2
C 0.649 -1.725 -1.274 -0.3 0.0 0.3
H -1.912 -4.164 3.347 0.0 0.1 -0.1
H -0.873 2.218 -4.945 0.0 0.1 -0.1
H -3.104 -2.242 4.306 0.0 0.0 -0.1
N -2.136 -0.783 3.208 -0.2 0.6 -0.8
C -0.973 -0.541 4.029 0.6 0.0 0.2
H 0.485 0.435 1.338 0.1 0.1 0.1
H -2.598 -1.946 -0.325 -0.1 -0.1 -0.1
H -0.580 0.439 3.761 0.1 0.0 0.2
H -0.048 -0.310 -3.423 -0.1 0.0 -0.1
O -3.589 -0.267 1.264 0.1 -0.3 -0.1
C -2.661 -2.124 3.311 0.0 -0.7 -0.1
C -0.769 3.094 -0.722 0.3 -0.2 -0.4
H -0.382 0.666 -5.623 0.0 -0.1 -0.1
H -1.174 -3.127 2.089 0.0 -0.1 0.1
O 2.153 2.626 1.654 0.0 0.1 0.4
H 0.516 -1.578 2.832 0.0 0.0 0.2
H -3.437 -2.228 2.554 -0.1 -0.2 0.1
H -1.024 2.381 0.063 0.0 0.1 0.0
C 0.204 -0.313 0.616 0.2 -0.1 -0.1
```
Positions in Å, forces in eV/Å.

Results
SMILES string: CCOCCCNC(=O)CN1C(=O)COc2ccc(S(=O)(=O)N3CCOCC3)cc21
E_tot (a.u.): -1829.3498
Energy above the lowest of the compared OMol25 structures with the same formula, charge and spin (kJ/mol): 53.6
HOMO-LUMO gap (eV): 9.30
LUMO level (eV): 0.5
HOMO level (eV): -8.82



Entry 3:
Molecular formula: C19H27N3S2
Method: DFT, wB97M-V/def2-TZVPD

```
51
Properties=species:S:1:pos:R:3:forces:R:3
H -2.058 2.861 0.193 0.0 -0.1 -0.1
H -3.830 -2.214 -0.668 -0.2 0.2 -0.1
H 3.297 -2.296 2.210 0.0 -0.1 0.0
H -3.651 -4.644 0.248 -0.1 -0.1 0.1
H 1.641 0.531 -2.819 0.0 -0.1 0.0
C -4.336 2.693 1.549 0.0 -0.1 -0.1
H -1.147 -5.388 0.508 0.0 -0.2 0.1
C 2.512 0.172 0.003 0.5 0.1 0.1
H -3.100 0.022 0.553 0.0 0.0 0.0
N -4.123 2.336 0.159 0.0 0.0 -0.1
H -0.568 -0.720 -1.883 -0.1 0.1 0.0
H 1.002 -1.131 -0.499 0.0 0.2 0.0
C -2.894 -2.711 -0.483 0.2 0.2 -0.1
C -1.517 -4.445 0.156 0.3 0.1 0.0
H -5.391 2.914 1.698 0.0 0.0 0.1
N -1.131 0.156 -0.071 0.4 0.0 -0.1
H 1.592 2.119 -3.591 -0.1 0.0 -0.1
C 2.293 2.158 -1.545 -0.1 -0.2 -0.1
S 0.379 1.748 1.381 0.2 0.4 0.5
C 3.079 1.296 -0.597 0.0 0.0 0.0
C 2.156 1.485 -2.911 0.0 0.2 0.1
H 1.701 -1.577 1.976 -0.1 0.0 0.0
C -4.613 3.380 -0.718 0.0 -0.1 0.0
C -2.282 0.745 0.578 -0.2 0.3 0.1
C -1.407 -0.741 -1.181 0.0 -0.1 0.0
C 0.120 0.519 0.300 -0.4 0.2 0.2
H 5.183 -0.987 1.710 0.0 -0.1 0.1
H 2.803 3.115 -1.666 0.0 0.0 0.1
C 2.627 -1.858 1.476 0.0 0.1 0.0
N 1.157 -0.159 -0.265 -0.1 -0.5 -0.3
C 4.595 -0.352 1.063 0.0 0.0 0.0
H -4.503 3.062 -1.755 0.0 0.0 -0.1
H -2.623 1.910 -1.195 0.0 0.0 0.0
H -3.744 3.570 1.852 0.0 0.1 0.0
H 3.138 1.301 -3.342 0.1 0.0 -0.1
H 1.303 2.359 -1.134 0.1 0.1 0.0
H -2.010 0.946 1.616 -0.1 -0.1 -0.1
H -5.670 3.544 -0.518 0.0 0.1 0.0
S -0.396 -3.230 -0.311 -0.7 0.1 -0.1
C -2.727 2.041 -0.114 0.0 -0.2 0.0
H 6.204 1.001 0.675 0.1 0.0 0.0
C 4.413 1.580 -0.339 -0.1 0.0 0.0
H 2.391 -2.620 0.731 0.0 -0.1 0.0
H -4.078 4.333 -0.586 0.0 0.1 0.0
C -2.799 -4.032 0.012 0.1 -0.2 0.1
H -4.066 1.855 2.187 0.0 0.0 0.1
C 5.168 0.765 0.483 0.1 0.0 0.0
H 4.863 2.451 -0.793 0.0 0.1 -0.1
C 3.262 -0.660 0.836 -0.2 0.1 -0.1
H -2.294 -0.365 -1.700 0.1 0.0 0.0
C -1.684 -2.135 -0.715 0.2 -0.3 0.0
```
Positions in Å, forces in eV/Å.

Results
SMILES string: CCc1cccc(C)c1NC(=S)N(CCN(C)C)Cc1cccs1
E_tot (a.u.): -1700.8369
Energy above the lowest of the compared OMol25 structures with the same formula, charge and spin (kJ/mol): 11.3
HOMO-LUMO gap (eV): 8.41
LUMO level (eV): 0.6
HOMO level (eV): -7.82